Molecular formula: C6H16BrLiO4
Method: DFT, ωB97M-V with the def2-TZVPD basis set

Results
* LUMO energy: 5.20 eV
* charge: -2
* calculated total energy: -3120.6888 Ha
* Kohn-Sham gap: 5.01 eV
* HOMO level: 0.1871 eV

The geometry in XYZ format:
```
28
Properties=species:S:1:pos:R:3:forces:R:3
Li -7.193 17.873 14.262 0.293 -1.091 -0.940
Br -5.397 17.540 15.973 0.184 0.412 0.414
C -9.316 19.398 12.090 -1.432 -0.441 -1.275
C -7.888 19.713 12.204 2.711 -0.429 0.581
O -7.016 18.681 12.282 -0.602 -0.338 0.545
H -9.627 18.522 12.659 0.006 0.071 0.228
H -9.444 19.167 11.033 -0.483 -0.441 -0.143
H -9.928 20.283 12.265 -0.325 0.120 0.333
H -7.748 20.357 13.073 -0.028 0.874 0.916
H -7.609 20.366 11.378 -0.123 0.771 -0.741
C -9.232 15.158 15.800 -1.207 0.362 -0.734
C -8.932 15.187 14.295 2.275 1.341 -0.775
O -7.665 15.642 13.955 -1.187 -0.539 0.610
H -8.738 15.967 16.338 0.521 -0.470 0.096
H -9.156 14.135 16.170 0.583 0.204 0.531
H -10.292 15.409 15.839 -0.609 -0.074 0.415
H -9.652 15.779 13.730 -1.050 1.021 0.172
H -9.246 14.220 13.904 0.370 -1.333 -0.198
C -8.721 19.796 16.357 0.537 0.012 1.774
C -7.791 21.005 16.217 -0.860 -2.007 0.085
O -8.080 21.804 15.120 -0.072 1.481 0.389
O -8.711 18.790 15.379 -0.266 0.428 -0.507
H -9.750 20.056 16.601 -0.226 0.518 -0.367
H -8.363 19.378 17.298 0.165 -0.540 0.168
H -6.782 20.596 16.275 0.360 0.162 -0.495
H -7.971 21.476 17.183 0.019 0.910 -0.187
H -8.149 21.276 14.321 0.235 -0.515 -0.334
H -9.614 18.789 15.055 0.210 -0.469 -0.561
```
Forces are in eV/Å.

Atomic partial charges in e from the natural (NBO) method, atoms 1 to 2:
1. Li 0.870
2. Br -0.947